No. 1
122
Properties=species:S:1:pos:R:3 method="wB97M-V/def2-TZVPD" spin_multiplicity=1 lumo_ev=0.06 charge=0
C -3.95096 2.49274 2.36703
C -4.70102 1.24084 1.88800
C -3.91024 0.43193 0.86401
C -3.83875 1.10789 -0.49622
C -3.11406 0.29860 -1.56403
C -1.60052 0.14312 -1.35131
C -0.84540 0.01706 -2.66495
C 0.69615 0.00027 -2.57976
B 1.30892 1.11535 -1.67676
B 1.62382 0.88791 -0.00629
O 2.44312 -0.13453 0.38141
O 1.21234 1.73738 1.00617
H -4.55791 3.38874 2.24660
H -3.03450 2.65038 1.80077
H -3.68958 2.42291 3.41843
H -4.92066 0.60243 2.74291
H -5.66444 1.52241 1.46274
H -4.36814 -0.55170 0.73860
H -2.90200 0.26998 1.25441
H -3.34154 2.07896 -0.40126
H -4.85745 1.32106 -0.82706
H -3.55996 -0.69725 -1.58478
H -3.28485 0.75802 -2.53751
H -1.42495 -0.75523 -0.75746
H -1.24226 1.00175 -0.77463
H -1.17802 0.78934 -3.35940
H -1.14201 -0.93283 -3.11458
H 1.03602 -0.98652 -2.25435
H 1.06032 0.12502 -3.59997
H 1.63763 2.16661 -2.15742
H 2.62176 -0.11452 1.33513
H 0.48141 2.29375 0.74025
C 5.18544 -3.15484 1.93693
C 4.34595 -1.97060 1.50288
O 3.59955 -1.40616 2.59023
H 4.55577 -3.92736 2.37886
H 5.71678 -3.57992 1.08536
H 5.92638 -2.85392 2.68189
H 3.60480 -2.27653 0.76755
H 4.97739 -1.20873 1.04100
H 4.22800 -1.10548 3.25383
C 5.42451 2.47935 -1.74692
C 5.31438 1.03001 -2.18319
O 5.21346 0.13467 -1.08433
H 6.28807 2.61341 -1.09506
H 5.53007 3.14161 -2.60737
H 4.53240 2.78390 -1.19411
H 6.20738 0.72535 -2.72787
H 4.45702 0.90375 -2.85588
H 4.40686 0.34053 -0.59578
C 1.47548 -4.54485 -2.14189
C 0.35085 -3.88833 -2.91852
O -0.65483 -3.34533 -2.06232
H 1.09411 -5.33297 -1.49703
H 2.21440 -4.98162 -2.81506
H 1.98694 -3.81463 -1.50956
H -0.16701 -4.61623 -3.54197
H 0.74300 -3.10591 -3.57902
H -0.22938 -2.69034 -1.49919
C 1.81846 0.89705 4.74488
C 0.89142 1.99849 4.27574
O 0.06733 2.51753 5.31855
H 1.24226 0.07800 5.17607
H 2.39352 0.50800 3.90395
H 2.51335 1.25773 5.50776
H 0.21320 1.60072 3.52430
H 1.46104 2.80914 3.80912
H 0.64238 2.88780 5.99852
C -6.70836 5.29507 0.97178
C -7.70150 5.30694 2.11700
O -7.38339 4.32249 3.09830
H -6.67390 4.30272 0.52072
H -6.96948 6.02080 0.20084
H -5.70605 5.53203 1.33734
H -8.70070 5.05390 1.76620
H -7.74969 6.30078 2.57473
H -6.50362 4.51461 3.43777
C 2.51695 -0.07215 -7.90265
C 1.92375 -0.10095 -6.50738
O 1.82730 -1.42992 -5.99594
H 1.91710 -0.68044 -8.57955
H 2.56201 0.94449 -8.29530
H 3.53071 -0.47713 -7.90189
H 0.90661 0.28872 -6.51629
H 2.51434 0.51840 -5.82267
H 2.71717 -1.79337 -5.96161
C -0.64455 6.64215 7.09731
C 0.26030 5.45658 6.82264
O 0.29426 4.50998 7.88916
H -0.33022 7.16140 8.00285
H -0.62492 7.34690 6.26530
H -1.67739 6.31443 7.23871
H 1.29149 5.78698 6.70080
H -0.04337 4.95514 5.89842
H -0.59747 4.17107 8.01623
C 4.88821 -4.52495 -9.20530
C 4.33529 -3.12979 -8.98413
O 4.60920 -2.25023 -10.06883
H 5.96464 -4.48452 -9.37169
H 4.69088 -5.16415 -8.34389
H 4.42751 -4.98830 -10.08067
H 4.80608 -2.67054 -8.11482
H 3.25669 -3.17142 -8.79540
H 4.19735 -2.61207 -10.85879
C 2.74050 -9.27482 -0.71308
C 3.39962 -8.12090 0.01889
O 2.59182 -6.94833 0.03186
H 2.50352 -8.98770 -1.73764
H 3.39470 -10.14723 -0.73689
H 1.80995 -9.56493 -0.21980
H 4.32149 -7.82815 -0.48183
H 3.65737 -8.41677 1.04164
H 1.77000 -7.15852 0.48576
C -7.58517 1.84400 5.55930
C -8.59385 1.86990 6.69051
O -8.33979 0.88154 7.68614
H -7.56651 0.85916 5.09138
H -7.82599 2.58826 4.80013
H -6.57991 2.05358 5.93650
H -9.59242 1.64860 6.31651
H -8.62551 2.86505 7.14827
H -7.46610 1.04642 8.05198

No. 2
104
Properties=species:S:1:pos:R:3 method="wB97M-V/def2-TZVPD" spin_multiplicity=1 lumo_ev=7.78 charge=-5
Cd -0.00827 -0.28626 -0.45242
O 2.79307 6.63648 3.72889
C 2.44410 6.12448 2.70102
O 2.78824 4.95056 2.20989
B 2.05367 4.67036 0.95718
O 1.16538 5.82357 0.82814
C 1.40544 6.72563 1.73735
O 0.88320 7.80065 1.84911
O 1.26484 3.39482 1.06778
C 1.51098 2.67243 -0.01756
O 1.02133 1.58609 -0.26118
C 2.59339 3.38609 -0.84127
O 2.93911 4.48283 -0.18944
O 2.83378 3.21083 -1.99193
O 0.81677 0.04637 -2.62666
C 0.91611 -0.12887 -3.81294
O 0.38560 -1.00963 -4.63903
B 0.79545 -0.74303 -6.02041
O 1.54041 0.51629 -5.99031
C 1.70855 0.85571 -4.72297
O 2.33430 1.78350 -4.31775
O 1.59618 -1.82230 -6.53956
C 1.25519 -2.11478 -7.76018
O 1.80762 -2.89642 -8.49459
C -0.09751 -1.44608 -8.06108
O -0.31101 -0.62958 -7.03352
O -0.76724 -1.61824 -9.03986
O -6.10560 4.97721 1.35899
C -5.01842 4.64561 1.74191
O -4.59028 3.44731 2.01900
B -3.16306 3.43164 2.40388
O -2.73954 4.83854 2.37273
C -3.81321 5.58302 2.11732
O -3.78961 6.76437 1.91708
O -2.31390 2.72455 1.38922
C -1.80366 1.63767 1.94210
O -1.10034 0.80081 1.43818
C -2.26486 1.56084 3.40141
O -3.00990 2.62455 3.62710
O -2.06682 0.66873 4.16953
O 3.41746 0.93018 6.94385
C 2.82789 0.07012 6.35208
O 3.16565 -0.58021 5.24534
B 1.90143 -1.07200 4.63177
O 0.86728 -1.00355 5.68753
C 1.34188 -0.28081 6.68425
O 0.66676 0.07820 7.61181
O 2.07814 -2.41668 4.15639
C 1.97541 -2.48169 2.84751
O 2.09542 -3.45912 2.17240
C 1.43310 -1.13073 2.37980
O 1.53801 -0.29886 3.38632
O 1.07468 -0.84189 1.26128
O 9.08991 -2.51816 0.90627
C 8.12453 -1.79509 0.88820
O 7.21583 -1.72504 -0.04860
B 6.23856 -0.65871 0.29187
O 6.74910 -0.01510 1.51377
C 7.82695 -0.68991 1.90292
O 8.39758 -0.54166 2.95151
O 6.23724 0.27250 -0.86091
C 4.97762 0.48307 -1.22482
O 4.58388 1.23167 -2.06106
C 4.08742 -0.49674 -0.45559
O 4.86681 -1.17136 0.39396
O 2.93108 -0.68654 -0.72288
O -6.89738 -3.62320 4.46419
C -5.79355 -3.27514 4.11643
O -5.19485 -3.60887 3.00271
B -3.76203 -3.11449 3.05566
O -3.63492 -2.47909 4.35993
C -4.82610 -2.46359 4.96063
O -5.07058 -1.80954 5.93514
O -3.56332 -2.06681 2.02309
C -2.45800 -2.30421 1.38584
O -1.89844 -1.59773 0.58114
C -1.98867 -3.76123 1.76277
O -2.78288 -4.15476 2.76225
O -1.01999 -4.33990 1.38706
O 0.46468 -2.23881 -1.14903
C 0.32949 -3.23372 -1.82398
O -0.23088 -3.29868 -2.99296
B -0.21895 -4.69474 -3.48845
O 0.60661 -5.39304 -2.54422
C 0.85935 -4.66723 -1.45293
O 1.48579 -4.86986 -0.47253
O -1.53735 -5.30873 -3.61659
C -1.79126 -5.49605 -4.89249
O -2.76851 -6.00902 -5.36934
C -0.48019 -5.20769 -5.71668
O 0.35551 -4.65210 -4.86734
O -0.37500 -5.45472 -6.88383
C -3.95737 3.37288 -1.97674
C -4.76019 2.31150 -1.25774
C -4.38748 0.84280 -1.53229
C -2.95786 0.52596 -1.48855
N -1.82619 0.37944 -1.46876
H -2.90099 3.38089 -1.70395
H -4.35255 4.36651 -1.75901
H -4.00131 3.29200 -3.06689
H -5.80232 2.43569 -1.56888
H -4.81535 2.54996 -0.19395
H -4.69837 0.66844 -2.56704
H -4.94776 0.11863 -0.94270

No. 3
18
Properties=species:S:1:pos:R:3 method="wB97M-V/def2-TZVPD" de_lowest_kcal_mol=50.5 spin_multiplicity=1 lumo_ev=0.55 charge=0
C 1.89447 -0.92957 -0.63231
C 0.68438 -0.06370 -0.42617
C -0.17456 0.17193 -1.64203
C 0.63182 0.78024 0.64557
O 1.64288 0.90603 1.52098
O -0.55146 1.28818 1.04479
C -1.31523 -0.09496 1.19474
N -2.52496 0.04119 0.60164
O -0.99317 -0.88268 2.03251
H 1.59119 -1.92764 -0.96021
H 2.56162 -0.51248 -1.39131
H 2.47577 -1.04420 0.28252
H 0.44725 0.17391 -2.54191
H -0.91642 -0.62448 -1.75614
H -0.69932 1.12905 -1.61036
H 1.26600 1.05632 2.40223
H -2.72336 0.90751 0.13163
H -3.29693 -0.37464 1.10383

No. 4
11
Properties=species:S:1:pos:R:3 method="wB97M-V/def2-TZVPD" de_lowest_kcal_mol=0.0 spin_multiplicity=2 lumo_ev="4.99 / 4.76" charge=-1
N -0.64994 1.99978 1.21564
H -1.34114 1.75586 0.51164
H 0.23798 1.88832 0.72670
H -0.66407 1.24829 1.89681
C -0.00983 -1.09159 -1.24296
N 0.64274 -1.00561 0.06564
H -0.57348 -2.03000 -1.27726
H -0.72614 -0.27908 -1.37961
H 0.65868 -1.08227 -2.10857
H 1.39454 -0.30724 0.05944
H 1.15164 -1.87979 0.20228

No. 5
6
Properties=species:S:1:pos:R:3 method="wB97M-V/def2-TZVPD" de_lowest_kcal_mol=3.0 spin_multiplicity=1 lumo_ev=-1.09 charge=0
C 0.61916 -0.31314 -0.76993
O -0.95047 1.37733 0.51683
P -1.14865 0.09193 -0.12181
I 0.28464 -0.68777 -2.80123
I 0.93205 -2.27483 0.30791
I 2.31554 0.76196 -0.22934